(1)
# C4H5NO

A structure of composition C4H5NO at a distorted geometry (ωB97M-V with the def2-TZVPD basis set, OMol25).

Positions of all 11 atoms, in Å:
H (0.83305, -2.09068, -0.38933)
C (-1.03383, 1.51114, 0.11214)
N (-1.21277, 2.61128, -0.23653)
H (-1.51832, -0.33504, 1.08826)
H (1.40443, 0.68243, 0.52102)
C (0.51632, -1.03843, -0.45586)
H (-0.24076, 0.08110, -1.71572)
H (0.97170, -0.72880, 1.56889)
O (0.28939, -0.72892, -1.73522)
C (0.72434, -0.15095, 0.67888)
C (-0.73354, 0.18687, 0.56346)

## Properties
Energy relative to the best compared isomer or geometry (same formula, charge and spin): 3.386 eV
Electronic energy: -285.2902 hartree
Total charge: 0
Multiplicity: 1
Frontier orbital gap (alpha / beta): 0.29231 / 0.29235 Eh



(2)
# C4H5NO

A structure of composition C4H5NO at a distorted geometry (ωB97M-V with the def2-TZVPD basis set, OMol25).

Positions of all 11 atoms, in Å:
N (-1.09520, 0.36834, 2.69230)
C (1.13237, 0.27398, -0.45792)
C (-0.79737, -0.06548, 1.66152)
O (0.86058, -1.03863, 0.14779)
C (-0.34538, 0.34424, -0.81474)
H (1.53784, 0.89429, 0.34376)
C (-0.51464, -0.65196, 0.32787)
H (-1.24055, -1.45574, 0.17216)
H (-0.42579, -0.27363, -1.71178)
H (1.80066, 0.35471, -1.32371)
H (-0.92183, 1.26057, -0.92290)

## Properties
Energy relative to the best compared isomer or geometry (same formula, charge and spin): 1.918 eV
Electronic energy: -285.3441 hartree
Total charge: 0
Multiplicity: 1
Frontier orbital gap: 0.42985 Eh



(3)
# C4H5NO

A cluster of 3 separate species, C4H5NO in total at a distorted geometry (ωB97M-V with the def2-TZVPD basis set, OMol25).

Positions of all 11 atoms, in Å:
C (1.54521, -1.00313, 1.62684)
N (-1.71027, -0.55381, 0.42241)
C (-0.57295, -0.42017, 0.59955)
H (-2.27224, -0.13537, -2.21362)
H (1.29605, 0.56324, 0.22055)
H (-2.17998, -0.48405, -2.86404)
C (0.83961, -0.23666, 0.79707)
C (-0.97270, 2.33382, -1.44272)
H (2.61187, -0.84557, 1.75039)
O (0.11593, 2.00460, -1.45761)
H (1.08298, -1.80187, 2.19880)

## Properties
Energy relative to the best compared isomer or geometry (same formula, charge and spin): 2.243 eV
Electronic energy: -285.3322 hartree
Total charge: 0
Multiplicity: 1
Frontier orbital gap: 0.40516 Eh



(4)
# C4H5NO

An isolated molecule of C4H5NO (ωB97M-V with the def2-TZVPD basis set, OMol25).

Positions of all 11 atoms, in Å:
H (-0.69055, 2.42976, 0.26240)
H (0.96770, -0.86228, 1.34500)
H (-0.95931, -1.71663, -0.39494)
C (0.85597, 1.11944, 0.55558)
C (-1.25577, 0.40815, -0.18765)
C (-0.57487, -0.73146, -0.15613)
H (1.61806, -1.57667, -1.01066)
C (0.82119, -0.40824, 0.34330)
H (-2.28367, 0.62040, -0.46111)
N (-0.38518, 1.46407, 0.24776)
O (1.87004, -0.77310, -0.53917)

## Properties
Energy relative to the best compared isomer or geometry (same formula, charge and spin): 2.908 eV
Electronic energy: -285.3077 hartree
Total charge: 0
Multiplicity: 1
Frontier orbital gap: 0.33753 Eh